No. 1
Density functional theory data (ωB97M-V with the def2-TZVPD basis set) for C23H19N2O2PPtS2Se2 as an isolated structure.

```
! wB97M-V def2-TZVPD RIJCOSX def2/J DEFGRID3
* xyz 0 1
Pt 1.176 0.223 -0.112
Se -0.562 1.691 0.858
P -1.743 0.576 -0.580
Se -0.243 0.274 -2.127
C -2.304 -1.013 0.097
C -3.413 -1.012 0.943
C -3.844 -2.194 1.520
C -3.172 -3.381 1.254
C -2.070 -3.383 0.413
C -1.634 -2.200 -0.168
C -3.256 1.329 -1.213
C -4.021 0.640 -2.151
C -5.160 1.227 -2.674
C -5.539 2.500 -2.261
C -4.777 3.187 -1.328
C -3.629 2.605 -0.807
H -3.936 -0.087 1.157
H -4.702 -2.189 2.180
H -3.508 -4.306 1.708
H -1.539 -4.305 0.212
H -0.766 -2.192 -0.813
H -3.729 -0.358 -2.462
H -5.758 0.693 -3.402
H -6.431 2.955 -2.670
H -5.071 4.178 -1.007
H -3.019 3.142 -0.090
S 2.820 -1.239 -1.046
C 2.616 -0.986 -2.711
N 2.624 0.181 -3.328
C 2.674 0.165 -4.785
C 2.038 -1.158 -5.184
S 2.438 -2.300 -3.820
H 2.781 1.014 -2.777
H 3.717 0.219 -5.106
H 2.129 1.014 -5.194
H 2.423 -1.534 -6.127
H 0.954 -1.073 -5.233
O 3.198 -1.807 1.668
C 3.035 -0.708 2.154
N 2.243 0.302 1.642
C 2.300 1.410 2.465
O 1.721 2.463 2.296
C 3.208 1.087 3.610
C 3.601 1.842 4.696
C 4.477 1.244 5.598
C 4.931 -0.058 5.406
C 4.526 -0.809 4.306
C 3.659 -0.204 3.421
H 3.240 2.853 4.831
H 4.813 1.797 6.466
H 5.612 -0.490 6.129
H 4.870 -1.822 4.145
*
```

Summary:
LUMO energy   -0.25 eV
Molar mass   803.52 g mol⁻¹

Here are the natural (NBO) charges for atoms 1 to 5, given in e: atom 1 (Pt): 0.427, atom 2 (Se): -0.198, atom 3 (P): 0.979, atom 4 (Se): -0.386, atom 5 (C): -0.319

---

No. 2
Density functional theory data (ωB97M-V with the def2-TZVPD basis set) for C10H23BClNdNiO2 as an isolated structure.

```
! wB97M-V def2-TZVPD RIJCOSX def2/J DEFGRID3
* xyz -2 6
Nd 0.066 -0.816 -3.819
Cl 0.552 -2.478 -1.832
C 2.065 0.553 -4.232
C -1.294 -2.055 -5.469
H 2.102 0.960 -5.248
H 2.227 1.391 -3.554
H 2.929 -0.110 -4.131
H -1.236 -1.619 -6.473
H -2.351 -2.167 -5.220
H -0.853 -3.056 -5.521
Ni -0.928 -0.960 -1.175
C -2.149 -1.902 -0.059
C -1.343 0.535 -2.351
H -3.106 -1.448 -0.380
H -2.176 -2.986 -0.263
H -2.006 -1.703 1.015
H -2.438 0.597 -2.686
H -1.212 1.630 -2.106
C 1.436 2.387 1.987
C 1.161 0.884 1.969
C 2.295 0.207 2.716
O 1.148 0.472 0.596
B -0.211 0.352 0.262
O -1.072 0.742 1.297
C -0.295 0.537 2.482
C -0.414 -0.910 2.987
C -0.858 1.437 3.559
H 2.413 2.572 1.518
H 1.465 2.740 3.027
H 0.679 2.947 1.418
H 3.261 0.523 2.295
H 2.268 0.528 3.770
H 2.244 -0.890 2.694
H 0.140 -1.033 3.932
H -1.462 -1.155 3.211
H -0.037 -1.667 2.279
H -0.867 2.487 3.241
H -1.891 1.138 3.790
H -0.255 1.333 4.474
*
```

Summary:
LUMO energy (alpha / beta)   4.87 / 4.74 eV
Molar mass   424.49 g mol⁻¹
<S²>   8.79
Relative energy (zero: lowest compared OMol25 entry of this formula, charge and spin)   0.00 kJ/mol

Here are the natural (NBO) charges for atoms 1 to 5, given in e: atom 1 (Nd): 1.589, atom 2 (Cl): -0.622, atom 3 (C): -1.306, atom 4 (C): -1.307, atom 5 (H): 0.172

---

No. 3
Density functional theory data (ωB97M-V with the def2-TZVPD basis set) for C8H13N9O4PdS4 as an isolated structure.

```
! wB97M-V def2-TZVPD RIJCOSX def2/J DEFGRID3
* xyz -2 1
Pd -1.335 0.571 -0.471
N 0.508 3.181 0.504
C 0.033 2.373 1.515
N 0.211 2.620 2.802
N -0.343 1.555 3.419
N -0.849 0.740 2.557
N -0.621 1.235 1.322
C 0.766 2.711 -0.767
N 1.624 3.271 -1.602
N 1.616 2.449 -2.676
N 0.757 1.502 -2.520
N 0.208 1.627 -1.293
H 1.016 3.998 0.790
C 2.283 -1.565 3.244
C 3.262 -0.977 2.218
S 2.502 -0.033 0.867
C 2.671 -1.116 -0.573
C 2.130 -2.533 -0.454
S 0.332 -2.748 -0.414
C -0.202 -2.180 1.214
C 0.037 -3.096 2.396
S 1.762 -3.280 2.941
H 1.393 -0.937 3.332
H 2.763 -1.575 4.225
H 3.906 -1.755 1.803
H 3.913 -0.269 2.737
H 3.730 -1.164 -0.847
H 2.148 -0.573 -1.363
H 2.589 -3.062 0.380
H 2.412 -3.068 -1.366
H -1.278 -2.030 1.085
H 0.201 -1.191 1.404
H -0.279 -4.116 2.170
H -0.550 -2.736 3.244
O -4.438 1.143 -1.162
S -3.699 -0.102 -1.221
O -2.438 0.042 -2.089
O -3.006 -0.383 0.137
O -4.492 -1.237 -1.635
*
```

Summary:
LUMO energy   4.10 eV
Molar mass   533.94 g mol⁻¹
Relative energy (zero: lowest compared OMol25 entry of this formula, charge and spin)   24.04 kJ/mol

Here are the natural (NBO) charges for atoms 1 to 5, given in e: atom 1 (Pd): 0.938, atom 2 (N): -0.602, atom 3 (C): 0.446, atom 4 (N): -0.412, atom 5 (N): -0.138

---

No. 4
Density functional theory data (ωB97M-V with the def2-TZVPD basis set) for C34H29CuN4P2Se4Te as an isolated structure.

```
! wB97M-V def2-TZVPD RIJCOSX def2/J DEFGRID3
* xyz -1 2
Cu 0.672 0.419 -0.597
Se -1.020 3.406 -1.801
Se -2.969 2.851 -0.847
Se -2.635 3.119 1.480
Se -0.659 4.123 1.700
Te 2.734 -1.958 -3.025
C 3.237 -0.055 -2.176
C 4.414 0.112 -1.456
C 4.697 1.350 -0.890
N 3.873 2.397 -0.940
C 2.740 2.245 -1.636
C 2.396 1.063 -2.297
C 0.920 -2.546 -1.987
P -0.134 -1.055 -2.078
C -0.409 -0.722 -3.863
C -0.235 -1.705 -4.836
C -0.499 -1.423 -6.168
C -0.929 -0.155 -6.544
C -1.106 0.827 -5.581
C -0.853 0.541 -4.243
C -1.847 -1.567 -1.627
C -2.525 -2.557 -2.341
C -3.825 -2.897 -2.004
C -4.468 -2.244 -0.954
C -3.802 -1.261 -0.241
C -2.496 -0.924 -0.582
P 1.525 -2.534 -0.241
C 2.682 -3.981 -0.173
C 2.301 -5.273 -0.530
C 3.208 -6.322 -0.466
C 4.512 -6.095 -0.040
C 4.907 -4.813 0.314
C 3.991 -3.767 0.247
C 0.137 -3.291 0.719
C -0.915 -3.996 0.142
C -1.966 -4.467 0.922
C -1.972 -4.245 2.293
C -0.912 -3.567 2.886
C 0.128 -3.090 2.100
H 5.108 -0.714 -1.340
H 5.626 1.505 -0.347
H 2.074 3.101 -1.675
H 1.560 1.054 -2.983
H 0.111 -2.687 -4.538
H -0.364 -2.194 -6.918
H -1.124 0.064 -7.588
H -1.440 1.818 -5.863
H -1.003 1.308 -3.488
H -2.021 -3.067 -3.154
H -4.343 -3.669 -2.562
H -5.489 -2.502 -0.700
H -4.296 -0.748 0.575
H -1.975 -0.149 -0.032
H 1.285 -5.449 -0.863
H 2.899 -7.322 -0.749
H 5.218 -6.916 0.017
H 5.925 -4.628 0.636
H 4.294 -2.759 0.515
H -0.905 -4.174 -0.927
H -2.788 -4.996 0.453
H -2.799 -4.599 2.897
H -0.904 -3.399 3.957
H 0.954 -2.555 2.563
N 4.061 -0.444 3.366
C 2.791 -0.031 3.002
C 2.471 0.189 1.662
N 1.255 0.555 1.295
C 0.345 0.740 2.261
C 0.687 0.552 3.585
N 1.901 0.155 3.967
H 4.607 -0.917 2.667
H 4.127 -0.818 4.298
H 3.204 0.038 0.884
H -0.657 1.014 1.969
H -0.049 0.710 4.365
*
```

Summary:
LUMO energy (alpha / beta)   2.18 / 1.12 eV
Molar mass   1062.57 g mol⁻¹
<S²>   0.76
Relative energy (zero: lowest compared OMol25 entry of this formula, charge and spin)   16.43 kJ/mol

Here are the Mulliken charges for atoms 1 to 5, given in e: atom 1 (Cu): 0.784, atom 2 (Se): -0.461, atom 3 (Se): -0.089, atom 4 (Se): -0.107, atom 5 (Se): -0.365

---

Computed values of maximum force (unit: eV/Å) for the preceding records, in sequence: 0.6, 2.7, 0.7, 0.9.